*a*
ORCA calculation (the ωB97M-V functional and the def2-TZVPD basis) on a gas-phase ion, C5H11NO (charge -1).

Geometry as XYZ:
```
18
Properties=species:S:1:pos:R:3:mulliken_spin:R:1
O 1.58 2.63 0.01 0.24
N -1.09 -1.59 -0.58 0.03
C 0.96 0.18 -0.29 0.06
C -0.69 -1.38 0.88 0.01
C 0.07 -0.06 0.98 0.41
C -2.18 -0.73 -0.94 0.08
C 1.92 1.45 -0.05 0.48
H -3.20 -1.15 -0.52 -0.02
H 0.77 0.16 1.85 -0.35
H -0.55 0.87 0.85 0.06
H -0.06 -2.25 1.14 -0.02
H -2.22 0.16 -0.38 -0.01
H -2.04 -0.66 -2.09 -0.03
H 1.46 -0.73 -0.51 0.04
H 0.10 0.34 -1.04 -0.04
H -1.14 -2.65 -0.65 -0.02
H 2.78 0.85 0.11 0.06
H -1.39 -1.56 1.70 0.02
```

As for the gap between HOMO and LUMO (alpha / beta): 2.81 / 6.47 eV. Its spin multiplicity is 2. As for the total charge: -1.

=====

*b*
ORCA calculation (the ωB97M-V functional and the def2-TZVPD basis) on 2 unconnected molecules or ions with the total composition C5H11NO.

Geometry as XYZ:
```
18
Properties=species:S:1:pos:R:3:mulliken_spin:R:1
O 0.83 1.54 -1.34 0.03
N 0.34 1.01 1.32 0.90
C -0.14 -0.96 -0.20 0.09
C 0.18 1.57 -0.24 -0.05
C -0.81 -1.16 -1.55 -0.01
C 1.37 -1.18 -0.28 0.05
C -0.54 0.41 0.38 -0.02
H -1.90 -1.20 -1.45 0.00
H 1.79 -0.52 -1.04 0.00
H 1.86 -0.93 0.67 -0.03
H -1.64 0.46 0.49 0.01
H -0.53 -1.71 0.51 -0.01
H -0.24 2.36 3.73 0.00
H -0.98 2.37 3.66 0.00
H -0.53 -0.32 -2.19 0.00
H 1.60 -2.21 -0.52 0.00
H -0.49 -2.09 -2.02 0.00
H -0.17 2.57 0.08 0.04
```

As for the gap between HOMO and LUMO (alpha / beta): 6.81 / 6.46 eV. Its spin multiplicity is 2. As for the total charge: -1.

=====

*c*
ORCA calculation (the ωB97M-V functional and the def2-TZVPD basis) on 2 unconnected molecules or ions with the total composition C5H11NO.

Geometry as XYZ:
```
18
Properties=species:S:1:pos:R:3:mulliken_spin:R:1
O 0.42 2.09 -1.39 0.05
N 1.90 -0.34 -0.51 0.39
C -0.77 0.23 1.03 0.89
C 0.66 -0.95 -0.66 0.39
C 0.32 -1.70 -1.72 -0.14
C -1.56 0.27 2.32 -0.14
C -0.17 -0.86 0.56 -0.18
H 2.53 -0.57 -1.25 -0.01
H -0.58 -2.28 -1.73 -0.04
H -0.32 -1.76 1.16 -0.05
H 0.43 2.00 -2.36 0.16
H -1.80 -0.72 2.71 0.00
H 0.92 -1.74 -2.61 -0.05
H -1.01 0.76 3.13 0.02
H 1.96 0.57 -0.07 -0.15
H -0.77 1.15 0.46 -0.05
H -2.46 0.83 2.08 -0.07
H 0.30 3.02 -1.14 -0.04
```

As for the gap between HOMO and LUMO (alpha / beta): 2.76 / 8.44 eV. Its spin multiplicity is 2. As for the total charge: -1.

=====

*d*
ORCA calculation (the ωB97M-V functional and the def2-TZVPD basis) on 2 unconnected molecules or ions with the total composition C5H11NO.

Geometry as XYZ:
```
18
Properties=species:S:1:pos:R:3:mulliken_spin:R:1
O -2.96 -0.04 -0.96 0.01
N 0.57 -1.32 1.99 0.00
C -1.12 0.49 1.98 0.46
C -0.10 -0.21 1.36 -0.05
C 0.32 0.15 0.06 0.00
C 1.51 0.43 -2.19 -0.06
C 1.17 -0.38 -0.93 0.48
H -1.41 1.48 1.69 -0.01
H 0.97 1.39 -2.24 0.00
H -2.07 0.36 -0.94 0.00
H 1.44 -0.98 2.36 0.00
H -2.87 -0.56 -1.78 0.00
H 2.09 -0.89 -0.60 0.08
H 0.03 -1.76 2.70 0.01
H -1.43 0.16 2.97 0.02
H 1.27 -0.13 -3.09 0.02
H 2.57 0.67 -2.14 0.01
H 0.01 1.16 -0.25 0.03
```

As for the gap between HOMO and LUMO (alpha / beta): 4.25 / 6.55 eV. Its spin multiplicity is 2. As for the total charge: -1.

=====

Stability verdict: *c*, ahead by 4.5 kcal/mol

=====

*a*
ORCA calculation (the ωB97M-V functional and the def2-TZVPD basis) on 4 unconnected molecules or ions with the total composition H8O3S2.

Geometry as XYZ:
```
13
Properties=species:S:1:pos:R:3:nbo_charge:R:1
S -1.58 1.84 1.28 -0.13
S -0.70 0.33 0.15 -0.14
O 6.15 1.04 2.65 -0.93
O -0.31 -2.84 1.29 -0.91
O -1.81 -2.04 -6.60 -0.93
H 5.57 1.60 2.11 0.46
H -0.57 2.69 1.13 0.13
H -1.17 -3.30 1.57 0.47
H 5.78 1.31 3.56 0.46
H -0.49 -0.68 1.07 0.14
H -2.58 -1.99 -6.00 0.47
H -0.38 -2.28 2.11 0.45
H -1.90 -1.18 -7.10 0.47
```

Its SMILES is SS.O.O.O. As for the gap between HOMO and LUMO: 9.54 eV.

=====

*b*
ORCA calculation (the ωB97M-V functional and the def2-TZVPD basis) on 5 unconnected molecules or ions with the total composition H8O3S2.

Geometry as XYZ:
```
13
Properties=species:S:1:pos:R:3:nbo_charge:R:1
S -0.55 -1.80 1.19 -0.15
S 0.34 0.17 -1.71 -0.08
O 2.41 -1.51 -0.19 -0.93
O -0.64 3.04 -0.72 -0.93
O -1.12 1.41 1.73 -0.92
H -0.69 2.09 -0.93 0.47
H 1.58 -1.52 0.30 0.46
H -0.08 0.72 -2.84 0.12
H -0.42 -3.00 1.76 0.12
H -0.63 0.58 1.66 0.46
H -1.37 3.44 -1.19 0.46
H -1.87 1.25 2.29 0.47
H 2.21 -0.69 -0.65 0.45
```

As for the gap between HOMO and LUMO: 4.27 eV.

=====

Stability verdict: *a*, ahead by 104.6 kcal/mol

=====

*a*
ORCA calculation (the ωB97M-V functional and the def2-TZVPD basis) on 4 unconnected molecules or ions with the total composition H8O3S2.

Geometry as XYZ:
```
13
Properties=species:S:1:pos:R:3:nbo_charge:R:1
S 2.72 3.47 -0.21 -0.12
S 1.42 4.34 1.12 -0.13
O -2.63 -0.56 4.07 -0.94
O 1.77 -3.29 -4.85 -0.94
O -0.95 -1.57 0.79 -0.94
H 1.39 -3.21 -5.73 0.47
H -2.28 0.20 3.59 0.47
H -3.44 -0.80 3.59 0.47
H 2.44 4.23 -1.28 0.12
H -0.37 -2.30 0.99 0.47
H -1.60 -1.58 1.51 0.47
H 1.25 -2.75 -4.25 0.47
H 0.28 3.82 0.66 0.12
```

Its SMILES is SS.O.O.O. As for the gap between HOMO and LUMO: 9.70 eV.

=====

*b*
ORCA calculation (the ωB97M-V functional and the def2-TZVPD basis) on 4 unconnected molecules or ions with the total composition H8O3S2.

Geometry as XYZ:
```
13
Properties=species:S:1:pos:R:3:nbo_charge:R:1
S -3.11 0.26 -0.81 -0.19
S -4.76 -0.67 -1.61 -0.09
O 4.62 3.04 -2.23 -0.92
O 2.10 -1.58 4.01 -0.91
O -1.10 -2.87 0.42 -0.91
H 1.52 -0.84 3.79 0.45
H -1.20 -1.97 0.08 0.46
H -1.55 -2.45 1.25 0.45
H 2.38 -1.69 3.16 0.45
H -5.10 0.47 -2.17 0.13
H 3.78 3.36 -2.29 0.46
H -2.69 1.17 -1.73 0.15
H 5.10 3.77 -1.87 0.46
```

Its SMILES is SS.O.O.O. As for the gap between HOMO and LUMO: 8.94 eV.

=====

Stability verdict: *a*, ahead by 26.7 kcal/mol

=====

*a*
ORCA calculation (the ωB97M-V functional and the def2-TZVPD basis) on 2 unconnected molecules or ions with the total composition C2H5NP2.

Geometry as XYZ:
```
10
Properties=species:S:1:pos:R:3:nbo_charge:R:1
P -2.05 -1.54 -0.28 0.32
P 1.58 -1.15 0.63 1.05
N 2.35 0.15 0.55 -1.16
C -0.75 1.01 -0.33 -0.75
C -0.75 -0.44 -0.15 -0.51
H 3.24 0.46 0.81 0.40
H -1.28 -2.70 -0.11 -0.05
H 0.28 1.63 -0.41 0.23
H -1.33 1.17 -1.19 0.23
H -1.29 1.41 0.48 0.23
```

As for the gap between HOMO and LUMO: 7.22 eV.

=====

*b*
ORCA calculation (the ωB97M-V functional and the def2-TZVPD basis) on 2 unconnected molecules or ions with the total composition C2H5NP2.

Geometry as XYZ:
```
10
Properties=species:S:1:pos:R:3:nbo_charge:R:1
P 0.30 0.79 1.87 1.03
P -0.16 1.97 -1.55 0.34
N 0.36 -0.73 2.10 -1.14
C -0.19 -0.88 -1.03 -0.74
C -0.27 0.56 -0.60 -0.53
H -0.10 -1.05 -2.17 0.23
H 0.86 -1.01 3.02 0.39
H -0.20 2.99 -0.53 -0.05
H 0.56 -1.33 -0.39 0.25
H -1.18 -1.30 -0.73 0.23
```

As for the gap between HOMO and LUMO (alpha / beta): 7.42 / 7.42 eV.

=====

Stability verdict: *b*, ahead by 3.2 kcal/mol